No. 1
Below is C27H30BF6IrN7O6S5 as an isolated structure, with properties calculated with ωB97M-V/def2-TZVPD.

Results
Multiplicity   2
Total charge   +2
Energy   -4600.4262 hartree
Relative energy (zero: lowest compared OMol25 entry of this formula, charge and spin)   0.0 kJ/mol
HOMO level (spin up / spin down)   -14.35 / -14.35 eV

CARTESIAN COORDINATES (ANGSTROEM)
Ir: 0.8235 -0.6723 0.7468
S: 0.5615 0.1073 -2.3571
S: 3.5554 -0.9464 0.3678
S: 3.3987 1.7762 -0.3014
S: 1.0329 -0.3318 2.9537
S: -0.7099 -2.3852 1.0574
F: 3.4945 1.7840 2.3177
F: 3.6878 3.7327 1.3888
F: 5.9265 -1.3727 -0.6259
F: 1.7513 2.7507 1.4745
F: 4.4461 -0.8737 -2.1169
F: 4.4378 -2.8337 -1.1913
O: 2.4504 -1.9570 0.4547
O: -3.5144 4.9073 1.2115
O: 4.8021 1.5653 -0.4107
O: 4.3718 -0.7934 1.5176
O: 2.6381 2.5229 -1.2422
O: 0.3126 -0.9711 -1.2576
N: -1.5128 2.9944 1.2502
N: -2.3376 -1.1254 2.8791
N: -3.0761 -1.0346 0.8251
N: -0.3625 -2.3021 4.2150
N: 2.6641 0.3105 -0.1340
N: -0.5401 0.7984 0.7872
N: 1.7797 -2.7311 4.1440
C: 2.4233 0.1925 -4.2825
C: 2.7017 -2.5810 -4.4469
C: -1.4785 -1.1469 -3.7407
C: -1.0001 1.8403 1.0056
C: -3.1708 -1.2306 -0.6192
C: 3.2250 -2.5427 4.0572
C: 3.4265 -1.7452 -5.2894
C: -0.1507 -3.5119 4.8248
C: 1.6956 -0.6615 -3.4666
C: 3.2934 -0.3653 -5.2070
C: -0.9428 0.0566 -3.2917
C: -2.7327 1.2900 -4.2894
C: 1.8195 -2.0425 -3.5240
C: -3.2821 0.0985 -4.7346
C: -3.4740 -0.3603 2.8692
C: 4.6922 -1.5509 -1.0158
C: 3.0750 2.5730 1.3356
C: -1.5524 1.2740 -3.5545
C: -3.9441 -0.3096 1.5931
C: 1.1782 -3.7809 4.7874
C: -2.2795 3.2765 2.4837
C: -2.6601 -1.1178 -4.4584
C: -2.8929 4.5518 -0.0040
C: -3.6468 3.8040 2.0814
C: -1.4691 4.0845 0.2492
C: 0.8215 -1.8557 3.7959
C: -2.1023 -1.5175 1.6245
B: -1.7693 -1.5973 4.2861
H: -2.8903 5.4389 -0.6343
H: 3.6319 -2.4334 5.0599
H: 1.2636 -2.6746 -2.8428
H: -3.0912 -2.0410 -4.8215
H: -3.6412 -2.1875 -0.8367
H: -4.1906 4.1496 2.9582
H: -3.8875 0.0395 3.7792
H: 3.8764 0.2779 -5.8514
H: -0.9795 -2.0851 -3.5337
H: -4.8276 0.1470 1.1821
H: 2.8278 -3.6535 -4.5057
H: -0.8701 4.8965 0.6643
H: -2.1734 -1.2073 -1.0491
H: -3.4654 3.7608 -0.5082
H: 4.1073 -2.1746 -6.0119
H: 3.6748 -3.4026 3.5664
H: -2.5247 -2.4288 4.7000
H: -1.6939 -0.6186 4.9798
H: -3.7729 -0.4284 -1.0389
H: -4.1957 0.1112 -5.3138
H: -0.9908 3.7157 -0.6563
H: -2.3525 2.3641 3.0735
H: -1.0996 2.1963 -3.2102
H: -1.7315 4.0316 3.0487
H: 2.3297 1.2659 -4.1811
H: -4.2263 3.0069 1.5957
H: 1.7467 -4.6096 5.1712
H: -3.2118 2.2316 -4.5211
H: -0.9659 -4.0786 5.2364
H: 3.4393 -1.6534 3.4787

=====

No. 2
Below is an isolated ion of composition C27H30Br2NO2 and charge +1 in a non-equilibrium geometry, with properties calculated with ωB97M-V/def2-TZVPD.

Results
Multiplicity   1
Total charge   +1
SMILES   COC(=O)[C@@H]1CCC/[N+]1=C1/CCCC[C@@H]1[C@@H](/C=C/c1ccc(Br)cc1)c1ccc(Br)cc1
Energy   -6399.7367 hartree
Relative energy (zero: lowest compared OMol25 entry of this formula, charge and spin)   206.6 kJ/mol
HOMO level   -10.62 eV

CARTESIAN COORDINATES (ANGSTROEM)
Br: 6.4232 1.5103 8.1144
Br: -1.1849 -5.1427 0.6642
O: -2.9797 0.1459 1.0538
O: -5.0580 0.4020 0.2319
N: -2.1375 2.5840 0.0043
C: 0.5453 0.7808 1.8751
C: -1.8517 3.4927 -1.1478
C: -0.2150 -1.5956 2.6047
C: 0.0973 -1.1909 0.2664
C: -0.6820 3.8043 3.8303
C: -1.6727 4.2878 1.6488
C: -0.5847 -2.9201 2.3340
C: -3.5834 2.1992 -0.0352
C: 2.4970 1.6401 3.3541
C: 4.3562 2.6122 4.6854
C: 5.2678 1.5032 6.6265
C: -0.6199 2.3229 3.4917
C: -1.8053 4.5452 3.1464
C: -4.0036 2.3689 -1.4805
C: 4.4320 0.4041 6.3892
C: -1.4066 2.8805 1.1547
C: 1.5993 0.6737 2.9778
C: 0.0805 -0.7014 1.5653
C: -0.2698 -2.5236 -0.0119
C: -0.5755 -3.4067 1.0359
C: 3.5521 0.3927 5.2978
C: -0.6051 1.9051 1.9732
C: -3.8148 0.8227 0.4712
C: -5.2731 -0.9197 0.7226
C: 3.4729 1.5356 4.4474
C: 5.2144 2.6067 5.7736
C: -2.9486 3.2275 -2.1775
H: 2.5151 2.5532 2.7530
H: 1.7887 -0.3441 3.2865
H: 0.2626 4.2930 3.5424
H: -1.3390 0.9978 1.7441
H: -5.1238 -0.9746 1.8000
H: -0.8370 3.2713 -1.5080
H: 0.2661 2.0196 4.1142
H: 4.3026 3.4786 4.0169
H: -0.2780 -2.8698 -1.0241
H: -0.7701 3.9526 4.9086
H: -0.8271 4.8911 1.2796
H: -2.4900 2.7278 -3.0382
H: -4.2176 2.8859 0.5560
H: 1.0670 1.2069 0.9292
H: -2.5665 4.6862 1.1601
H: -4.6152 -1.6314 0.2304
H: 2.8870 -0.4541 5.1286
H: -3.3672 4.1773 -2.5329
H: 0.2865 -0.5058 -0.5702
H: -4.1166 1.4328 -2.0260
H: 4.4591 -0.4349 7.0561
H: -0.8408 -3.5936 3.1513
H: 5.8352 3.4625 5.9643
H: -0.2238 -1.2607 3.6469
H: -6.3029 -1.1405 0.4797
H: -4.9754 2.8541 -1.5412
H: -2.8020 4.2722 3.5300
H: -1.7168 5.6276 3.3166
H: -1.8793 4.5485 -0.8335
H: -1.5092 1.8209 3.9308

=====

No. 3
Below is C27H30Cl5N9O2S2Zr as an isolated structure, with properties calculated with ωB97M-V/def2-TZVPD.

Results
Multiplicity   1
Total charge   +2
Energy   -4834.1974 hartree
Relative energy (zero: lowest compared OMol25 entry of this formula, charge and spin)   6.8 kJ/mol
HOMO level   -12.61 eV

CARTESIAN COORDINATES (ANGSTROEM)
Zr: 0.0349 0.0744 -0.8500
Cl: -2.8016 -4.4556 1.3515
Cl: -2.1664 -6.4155 -1.0124
Cl: -1.6111 -1.5695 1.3107
Cl: 0.9762 -2.6425 -3.2253
Cl: -0.2732 -5.4746 -3.3043
S: 1.7475 1.4603 2.1506
S: 1.9944 -1.9116 2.4535
O: 3.1555 1.4442 1.8622
O: 1.0255 2.6896 2.0191
N: -2.3945 -0.0996 -1.1729
N: 2.0698 0.7684 -1.9253
N: 0.9193 -0.8376 7.4811
N: -1.1331 2.0251 -0.1110
N: 1.5926 -1.4950 -0.0340
N: -4.4150 0.4274 -0.4898
N: -0.5535 1.2719 -3.0407
N: 1.0181 0.3768 1.0991
N: -2.9723 3.1207 0.3908
C: 0.0101 -0.0594 5.4020
C: 2.2769 -3.1935 1.3284
C: 1.4993 0.7634 3.7120
C: -1.3739 -2.6460 -0.0532
C: 1.8629 0.9717 -3.3824
C: -1.0727 0.2456 -3.9851
C: -0.7389 -4.3863 -2.0706
C: 1.1084 -0.3034 6.2515
C: 0.6772 1.8565 -3.6302
C: -0.6271 -2.1438 -1.1066
C: 2.3608 2.0877 -1.2894
C: -3.1195 0.7742 -0.5033
C: -1.5723 -4.8147 -1.0356
C: 0.2044 0.4784 4.1540
C: 2.4024 0.0040 5.7965
C: -0.2678 -3.0688 -2.0681
C: 2.5973 0.5345 4.5429
C: -1.9341 4.0168 0.5207
C: -1.5612 2.3600 -3.0339
C: -1.8660 -3.9411 0.0138
C: -2.4514 1.9508 0.0001
C: 3.2991 -0.0606 -1.7824
C: 1.5506 -0.9032 1.1373
C: -3.2799 -1.0594 -1.6219
C: -4.5341 -0.7452 -1.2078
C: 2.0010 -2.8131 0.0688
C: -0.8080 3.3321 0.2011
H: -0.4036 -0.6033 -4.0544
H: 3.0159 2.6790 -1.9343
H: 0.8336 2.8387 -3.1862
H: 2.7608 1.4293 -3.8074
H: 0.5368 2.0107 -4.7035
H: 3.1327 -1.0443 -2.2144
H: -0.6449 0.6783 3.5114
H: 4.1137 0.4392 -2.3121
H: 3.5632 -0.1566 -0.7349
H: -0.9900 -0.2897 5.7470
H: -1.1788 0.6889 -4.9789
H: -2.0846 5.0338 0.8360
H: -1.6758 2.7439 -4.0513
H: -0.0051 -0.9691 7.8491
H: 2.1097 -3.4205 -0.8164
H: -5.4799 -1.2362 -1.3540
H: 1.6856 -0.9263 8.1236
H: 1.4446 2.6565 -1.1235
H: -5.1705 0.9036 -0.0236
H: 3.2515 -0.1745 6.4440
H: -2.0479 -0.0947 -3.6542
H: 2.8512 1.9322 -0.3343
H: -2.9640 -1.9073 -2.2036
H: 3.5936 0.7651 4.1916
H: -3.9463 3.3330 0.5355
H: -2.5235 1.9768 -2.7081
H: 1.7408 -0.0057 -3.8479
H: 2.6673 -4.1417 1.6611
H: 0.2010 3.6921 0.2195
H: -1.2437 3.1743 -2.3877

=====

No. 4
Below is C27H30ClIN3ORuSSi as an isolated structure in a non-equilibrium geometry, with properties calculated with ωB97M-V/def2-TZVPD.

Results
Multiplicity   5
Total charge   +1
Energy   -2826.6261 hartree
HOMO level (spin up / spin down)   -9.84 / -10.58 eV

CARTESIAN COORDINATES (ANGSTROEM)
I: 13.4513 11.5720 8.7721
Ru: 10.6658 12.1491 9.3077
Cl: 8.3874 14.3964 12.3875
S: 10.3201 9.8842 10.0398
Si: 11.9673 7.9090 12.5811
O: 9.5464 12.3929 7.6091
N: 11.3132 11.8760 11.3023
N: 8.7609 11.7431 5.6371
N: 8.1222 10.6043 7.5406
C: 12.4625 11.9796 13.3633
C: 14.4218 16.2679 9.4452
C: 12.4732 7.5010 14.3567
C: 7.4740 15.5116 10.1697
C: 13.0586 15.8405 9.2727
C: 10.4482 6.9236 12.1871
C: 10.4631 15.0253 8.8478
C: 11.4120 14.0326 9.0628
C: 11.7264 9.8220 12.4802
C: 6.9478 13.1268 10.4173
C: 6.1723 14.4158 8.4813
C: 15.4228 15.3601 9.4758
C: 7.5883 14.3243 10.8783
C: 10.7487 16.3940 8.9126
C: 13.8613 13.5595 9.2034
C: 7.7657 9.4530 6.7362
C: 12.7552 14.4304 9.2158
C: 8.8217 11.5639 6.9627
C: 11.9114 12.6064 12.2633
C: 13.3092 7.5188 11.3049
C: 6.8093 15.5726 8.9603
C: 11.1666 10.5299 11.4219
C: 7.0898 11.9128 11.1033
C: 15.1529 14.0135 9.3077
C: 12.3742 10.5854 13.4448
C: 12.0381 16.8130 9.1418
C: 6.2027 13.2521 9.2063
H: 13.6171 6.4716 11.3870
H: 5.6910 12.3553 8.8329
H: 12.5212 6.4224 14.4618
H: 14.1792 8.1732 11.4130
H: 7.9814 16.3759 10.6009
H: 12.2874 17.8651 9.1533
H: 6.7499 16.5490 8.4517
H: 12.9925 12.5545 14.1325
H: 12.8628 7.6944 10.3249
H: 10.5963 5.8388 12.3774
H: 7.6577 11.8100 12.0153
H: 15.9995 13.3138 9.2548
H: 9.6433 7.3001 12.8201
H: 5.5785 14.4622 7.5993
H: 10.1474 7.0309 11.1289
H: 9.9719 17.1257 8.7232
H: 14.5838 17.3509 9.4501
H: 8.2853 10.5054 8.5482
H: 9.2885 12.5197 5.2950
H: 16.4828 15.6633 9.5247
H: 8.6046 9.0928 6.1585
H: 11.7439 7.8797 15.0840
H: 7.4924 8.6594 7.4331
H: 6.5647 11.0253 10.7718
H: 8.0590 11.3253 5.0244
H: 12.8714 10.1080 14.2849
H: 9.4415 14.7548 8.5767
H: 6.9128 9.6263 6.0862
H: 13.4597 7.9029 14.5965
H: 11.9944 13.6605 12.0390

=====

No. 5
Below is C27H30ClNOP2Ti as an isolated structure in a non-equilibrium geometry, with properties calculated with ωB97M-V/def2-TZVPD.

Results
Multiplicity   1
Total charge   +2
Energy   -3168.5897 hartree
Relative energy (zero: lowest compared OMol25 entry of this formula, charge and spin)   107.2 kJ/mol
HOMO level   -13.17 eV

CARTESIAN COORDINATES (ANGSTROEM)
Ti: 0.0041 0.0350 -0.0549
Cl: -2.1385 2.3746 3.7043
P: 0.3573 -1.8825 1.5539
P: 0.8268 2.2584 0.3335
O: -1.9159 0.3304 -2.5303
N: 1.7682 -0.6243 -0.8015
C: 0.4721 -1.1595 3.2229
C: 1.2762 -0.3574 -3.1517
C: 1.1699 2.9193 1.9717
C: -5.1579 1.5749 0.4595
C: 1.9279 -2.0011 -1.0184
C: -0.5554 -3.4211 1.8421
C: -5.5061 2.3338 1.5768
C: -2.9481 1.1424 1.3887
C: 0.6721 -1.6307 -3.0093
C: 2.4635 2.1947 -0.5403
C: -3.2819 2.0139 2.4634
C: 1.3559 -2.5555 -2.2032
C: 1.9185 -4.7975 -1.4260
C: 2.2687 -2.8843 0.0376
C: 1.3853 -3.9669 -2.3969
C: 2.1482 -2.3797 1.4343
C: 1.8444 0.1825 -1.9567
C: -0.0404 3.5850 -0.5418
C: -1.7042 0.3390 1.4166
C: 2.3750 -4.2539 -0.2150
C: 2.2991 1.5269 -1.8865
C: -4.5479 2.5762 2.5747
C: -3.8956 0.9934 0.3620
C: 2.4223 2.2245 -3.0864
C: 1.3412 0.4351 -4.3257
C: 1.9605 1.6733 -4.2930
C: -1.2449 0.2357 -1.5659
H: -1.5755 -3.1357 2.1321
H: -4.7862 3.1914 3.4381
H: -0.2477 3.2929 -1.5793
H: 2.7332 -4.9080 0.5785
H: 2.7659 -1.4982 1.6527
H: -0.0739 -3.9816 2.6565
H: -0.0764 -1.9876 -3.7244
H: 2.7988 3.2336 -0.6515
H: 0.8539 -1.9486 3.8885
H: 0.2417 2.9734 2.5571
H: 0.9184 0.0220 -5.2437
H: 0.5762 4.4974 -0.5359
H: -0.5074 -0.8242 3.5802
H: 1.1768 -0.3156 3.2240
H: 2.0725 2.2397 -5.2158
H: -0.5906 -4.0285 0.9307
H: 0.9827 -4.3502 -3.3352
H: 1.9553 -5.8763 -1.5844
H: -1.9404 -0.7393 1.5223
H: 2.8345 3.2325 -3.0794
H: -5.8797 1.4253 -0.3465
H: 2.3328 -3.1672 2.1745
H: -0.3110 -1.7937 -0.2481
H: -1.0002 3.7747 -0.0404
H: -3.6412 0.3931 -0.5128
H: 1.6123 3.9225 1.8844
H: -6.5124 2.7398 1.6769
H: -1.0552 0.6691 2.2365
H: 1.8702 2.2551 2.4957
H: 3.1523 1.6576 0.1297

=====

No. 6
Below is C27H30CrNO as an isolated structure in a non-equilibrium geometry, with properties calculated with ωB97M-V/def2-TZVPD.

Results
Multiplicity   4
Total charge   0
Energy   -2221.1258 hartree
HOMO level (spin up / spin down)   -6.79 / -7.86 eV

CARTESIAN COORDINATES (ANGSTROEM)
Cr: 0.7303 0.4495 1.2852
O: 1.5200 0.1487 -2.0979
N: -2.4794 -1.1224 3.9856
C: 1.5329 -1.8899 0.0248
C: 1.0010 -1.4468 2.2620
C: -1.4026 0.3412 0.8563
C: 1.7321 1.9348 2.4127
C: 2.3688 -1.0167 1.9955
C: 2.6395 0.0804 -6.8027
C: -4.1445 0.0264 0.3426
C: 0.2728 2.5699 0.7063
C: -1.8585 0.0135 3.3459
C: -3.6528 -0.1489 1.6396
C: -2.0904 -2.4339 3.5296
C: 1.5937 2.0555 -5.8604
C: 1.4182 1.3896 -4.6430
C: -2.2796 0.0620 1.8968
C: 1.5228 2.2125 0.0956
C: 2.6840 -1.3495 0.6373
C: 0.2514 -0.4193 -2.5390
C: -1.9049 0.6297 -0.3997
C: 0.4576 -1.8807 0.9738
C: 2.4634 -0.5791 -5.5859
C: 2.4236 1.8076 1.1381
C: 2.1981 1.4078 -6.9534
C: 1.8535 0.0483 -4.4846
C: -2.6469 -1.0215 5.4138
C: 0.3855 2.3813 2.1357
C: -3.2731 0.4340 -0.6775
C: 1.5662 -0.6905 -3.2502
H: -3.2457 -1.8809 5.7450
H: 1.2894 3.1077 -5.9497
H: -1.0632 -2.7040 3.8458
H: 2.3439 1.9318 -7.9061
H: 1.9605 -1.6951 -3.0668
H: 3.4680 1.5328 1.0002
H: -2.2474 0.9155 3.8561
H: -0.1601 -1.1800 -1.8587
H: -0.7500 0.0428 3.4861
H: -1.2385 1.0084 -1.1780
H: -0.4441 0.2654 -3.0472
H: 1.8112 2.4166 -0.9319
H: 0.5526 -1.6022 3.2470
H: -3.6519 0.6169 -1.6840
H: 2.7660 -1.6176 -5.4620
H: -5.2079 -0.1264 0.1496
H: -3.1785 -0.0876 5.6410
H: 3.6854 -1.3384 0.1977
H: 0.9082 1.9269 -3.8402
H: -2.1531 -2.5194 2.4372
H: 3.0674 -0.6768 2.7663
H: -2.7829 -3.1570 3.9863
H: -1.6835 -1.0235 5.9594
H: -0.5341 -2.3186 0.8154
H: -0.5672 3.0469 0.2056
H: -4.2905 -0.4437 2.4836
H: 3.1521 -0.4182 -7.6365
H: 1.5250 -2.4419 -0.9164
H: -0.3798 2.6110 2.8734
H: 2.1661 1.8155 3.3988

=====

No. 7
Below is one molecule with the formula C27H30FN3O5S in a non-equilibrium geometry, with properties calculated with ωB97M-V/def2-TZVPD.

Results
Multiplicity   1
Total charge   0
SMILES   CCOc1ccc(N(CC(=O)N2CCN(c3ccccc3OC)CC2)S(=O)(=O)c2ccc(F)cc2)cc1
Energy   -2085.3621 hartree
Relative energy (zero: lowest compared OMol25 entry of this formula, charge and spin)   0.0 kJ/mol
HOMO level   -7.97 eV

CARTESIAN COORDINATES (ANGSTROEM)
S: -1.6451 -0.2000 -2.0858
F: -0.5529 -4.9261 1.2016
O: -2.7875 -0.4372 -2.9126
O: 6.0827 0.0912 2.0035
O: -6.9832 0.8797 1.5329
O: -0.4203 0.2083 -2.7160
O: -0.4478 -0.1079 1.2845
N: 1.2862 0.4000 -0.0343
N: 4.0160 1.1329 0.3513
N: -2.0204 0.9907 -0.9807
C: 0.0123 0.5588 0.3669
C: 6.4386 -0.2255 -2.1223
C: -3.4056 0.7819 1.0377
C: -8.5545 -0.4446 0.2026
C: 2.0086 1.0606 -1.0970
C: -3.2770 0.9521 -0.3394
C: 5.3193 0.3898 -1.5924
C: 5.1249 0.4973 -0.2138
C: 6.1442 -0.0064 0.6201
C: 6.2544 1.4043 2.4976
C: -4.4202 1.1001 -1.1132
C: 3.2687 0.4254 1.3755
C: -8.2123 0.9014 0.8354
C: -1.3280 -1.6778 -1.1220
C: -2.3368 -2.1941 -0.3317
C: -5.6762 1.0633 -0.5332
C: 3.1271 1.9166 -0.4770
C: 7.2483 -0.6424 0.0783
C: -2.0784 -3.2974 0.4619
C: -0.0719 -2.2502 -1.1602
C: -4.6558 0.7652 1.6169
C: 2.1695 -0.4450 0.7513
C: 0.1987 -3.3575 -0.3766
C: 7.4011 -0.7659 -1.2911
C: -5.8100 0.9014 0.8424
C: -0.8112 -3.8549 0.4298
C: -0.8742 1.5917 -0.3308
H: 1.5775 -0.9343 1.5248
H: -3.3098 -1.7305 -0.3392
H: -0.3411 2.1611 -1.0907
H: -8.2178 1.6997 0.0832
H: -4.3205 1.2212 -2.1788
H: 0.6732 -1.8178 -1.8086
H: 5.5059 2.0894 2.0903
H: 2.6206 -1.2016 0.1012
H: -8.5794 -1.2152 0.9689
H: 1.3540 1.6562 -1.7260
H: -4.7671 0.6376 2.6820
H: 8.2681 -1.2612 -1.6993
H: 6.1430 1.3376 3.5784
H: -9.5296 -0.3881 -0.2735
H: 2.6669 2.6743 0.1691
H: -2.8353 -3.7208 1.1022
H: 6.5459 -0.2924 -3.1947
H: -2.5271 0.6368 1.6469
H: 2.8035 1.1666 2.0350
H: 7.2540 1.7818 2.2561
H: -7.8132 -0.7242 -0.5418
H: 7.9937 -1.0267 0.7579
H: 3.6977 2.4306 -1.2502
H: -8.9519 1.1485 1.6024
H: 1.1677 -3.8312 -0.3772
H: 2.4472 0.2814 -1.7296
H: 4.5826 0.7816 -2.2757
H: -1.2433 2.2794 0.4351
H: -6.5381 1.1772 -1.1710
H: 3.9413 -0.1970 1.9627